[1]
10
Properties=species:S:1:pos:R:3:nbo_charge:R:1 method="wB97M-V/def2-TZVPD" charge=+1 e_above_lowest_ev=3.354 spin_multiplicity=1 homo_ev="-12.10 / -12.11"
H -0.915 1.904 0.541 0.24
H 0.299 -1.145 -0.962 0.16
C -0.227 1.058 -1.342 0.23
H 0.771 0.983 0.499 0.25
Ag -2.831 -3.256 0.291 0.98
C -0.176 1.280 0.032 -0.36
C -0.571 -0.501 -0.735 0.37
O -1.219 1.566 -2.054 -0.70
O -1.608 -1.009 -0.333 -0.69
H -0.874 2.222 -2.675 0.52

[2]
16
Properties=species:S:1:pos:R:3:nbo_charge:R:1 method="wB97M-V/def2-TZVPD" charge=0 e_above_lowest_ev=11.494 spin_multiplicity=1 homo_ev=-8.92
N -0.513 0.049 2.179 -0.37
H 0.090 -2.624 -0.995 0.21
H 1.514 1.722 -1.275 0.18
C 0.177 -0.272 -1.121 0.31
N 0.879 -0.109 -2.282 -0.37
H -0.915 1.745 1.261 0.39
H 2.377 1.152 -2.915 0.21
C 1.258 1.193 -2.511 -0.48
C -0.045 -1.683 -0.632 0.15
H 0.755 2.009 -3.303 0.25
N -1.241 1.190 2.493 -0.63
N -0.186 0.644 -0.092 -0.63
N -0.214 -1.574 0.733 -0.45
H -1.709 -0.661 2.458 0.39
C -0.203 -0.301 0.958 0.51
H -0.304 1.644 3.390 0.33

[3]
52
Properties=species:S:1:pos:R:3:mulliken_spin:R:1 method="wB97M-V/def2-TZVPD" charge=-2 e_above_lowest_ev=0.181 spin_multiplicity=4 homo_ev="-1.41 / -1.58"
C 1.185 3.397 0.951 -0.05
H 1.021 -4.541 4.583 0.00
C -2.180 1.243 -2.149 0.00
S -0.874 2.331 -2.608 0.01
S -0.032 -0.926 0.333 0.07
H 2.920 -3.252 3.614 0.00
H -5.688 -1.144 -0.141 0.00
C 2.583 -1.091 -2.535 0.00
C 3.098 -1.592 1.714 0.00
H 2.473 -2.696 -3.973 0.00
C -2.802 0.451 -3.104 0.00
C -3.594 0.316 -0.447 0.00
H 2.736 2.820 4.426 0.00
C 1.773 -2.226 2.173 0.02
H -5.922 -1.565 -1.738 0.00
H 0.604 5.334 1.686 0.00
H 2.876 1.080 2.711 0.00
H 1.600 4.977 3.938 0.00
H -1.261 -4.209 3.602 0.00
C -0.578 -2.768 2.183 0.00
N -5.246 -1.372 -1.017 0.00
H -2.464 0.513 -4.129 0.00
Co 1.773 0.541 -0.076 2.78
H 3.448 -1.454 -1.988 0.00
O -1.043 3.512 -1.796 0.00
O 3.076 -0.783 0.736 0.05
C 1.916 -3.134 3.230 0.00
C -3.833 -0.398 -2.732 0.00
O -0.942 2.475 -4.044 0.00
H 0.324 -1.771 -4.898 0.00
H 0.721 3.580 -0.015 0.00
C 0.856 -1.251 -4.103 0.00
C 1.812 2.162 1.186 0.10
N 0.283 -0.149 -3.663 0.00
C 0.480 -2.011 1.627 -0.01
C 0.862 -3.851 3.762 0.00
C 1.107 4.400 1.918 0.00
C 2.295 2.995 3.449 0.00
C -0.406 -3.662 3.217 0.00
N 0.480 1.645 -2.086 0.02
N 2.050 0.024 -2.076 0.03
H -3.873 0.230 0.597 0.00
C 0.918 0.508 -2.659 -0.02
H -2.048 1.760 -0.075 0.00
H -4.316 -1.027 -3.473 0.00
C 2.365 2.007 2.467 -0.01
C -4.236 -0.469 -1.401 0.00
O 4.128 -1.942 2.304 0.00
C -2.567 1.166 -0.816 0.00
H -1.564 -2.612 1.761 0.00
C 2.043 -1.777 -3.605 0.00
C 1.662 4.204 3.179 0.01

[4]
36
Properties=species:S:1:pos:R:3:lowdin_charge:R:1 method="wB97M-V/def2-TZVPD" charge=+2 spin_multiplicity=1 homo_ev="-15.25 / -15.93"
P 0.273 0.376 -2.596 0.84
Cl -4.337 2.052 0.567 -0.04
H 0.191 -1.515 -4.113 0.09
H -0.513 -1.703 -0.026 0.02
H -0.645 -0.196 6.453 0.12
H 0.368 1.030 5.679 0.11
C 3.119 -0.232 0.362 -0.17
C -1.000 0.144 3.508 -0.20
N -0.265 -0.551 4.401 -0.09
H -1.480 2.012 -3.055 0.07
H 0.102 -3.105 -0.989 0.12
C -0.148 -1.868 3.934 0.02
H 2.669 0.346 -2.980 0.07
H -1.083 -1.906 -1.653 0.08
H 2.080 2.019 -2.754 0.07
H -1.424 -0.904 -3.710 0.07
H -0.917 -2.676 2.021 0.11
H -1.180 1.223 3.597 0.16
C -0.191 -2.040 -1.016 -0.05
C -0.399 -0.609 -3.943 -0.19
C 0.905 -1.140 -1.505 -0.62
N -1.388 -0.671 2.535 -0.17
H -0.578 2.461 -1.656 0.02
C 1.850 1.048 -3.200 -0.16
C -1.015 1.614 -2.182 -0.25
O 4.144 -0.691 0.470 0.17
I 0.758 1.045 0.397 0.85
H -1.802 1.192 -1.569 0.01
O 2.113 -1.294 -1.375 -0.06
H -0.427 -0.045 -4.873 0.07
In -3.125 0.078 1.192 0.74
C -0.802 -1.905 2.747 -0.12
H 1.797 1.197 -4.286 0.08
H 0.416 -2.638 4.386 0.13
C 0.145 -0.052 5.693 0.01
H 1.025 -0.617 5.989 0.10